DFT (ωB97M-V/def2-TZVPD) results for a structure of composition C9H18ClCoNO4S.

multiplicity = 5
charge = +1
LUMO (alpha / beta) = -2.33 / -4.74 eV
HOMO-LUMO gap (alpha / beta) = 10.3 / 8.5 eV
E_HOMO (alpha / beta) = -0.4658 / -0.4852 Eh
⟨S²⟩ = 6.01
E_tot = -80284.0115 eV

Each line ends with the Mulliken charge.
CARTESIAN COORDINATES (ANGSTROEM)
H (0.982, 2.783, -1.449)  0.404
C (-2.036, -2.297, 1.178)  -0.483
H (-0.252, 1.338, 3.155)  0.336
O (2.867, -0.002, -1.550)  -0.748
H (-0.514, 2.203, -0.618)  0.382
H (-1.326, -0.901, 3.545)  0.429
H (-1.459, -3.010, 1.767)  0.329
O (-0.265, -0.385, -2.496)  -0.508
H (-1.971, -2.584, 0.128)  0.382
H (5.259, -0.175, -0.688)  0.333
H (5.044, 1.575, -0.746)  0.292
N (-1.853, 0.228, -3.952)  -0.353
Cl (5.205, 0.789, 1.466)  -0.158
C (-3.470, -2.155, 1.668)  -1.057
C (4.741, 0.663, -0.233)  -0.381
H (1.175, 0.547, 2.448)  0.241
H (-2.030, -0.735, -4.191)  0.265
C (-0.472, -0.801, 2.869)  -0.502
S (-1.177, -0.725, 1.231)  0.363
Co (0.993, 0.185, -0.988)  0.396
O (2.400, 0.851, 0.401)  -0.649
H (-3.961, -3.125, 1.627)  0.366
O (0.019, -0.923, 0.294)  -0.433
H (-3.515, -1.810, 2.702)  0.306
H (-1.414, 2.600, -2.913)  0.378
C (3.265, 0.497, -0.438)  1.160
H (0.114, -1.722, 2.893)  0.400
C (0.361, 0.436, 3.164)  -1.144
C (-0.533, 1.957, -2.826)  -0.591
H (0.801, 0.342, 4.156)  0.387
H (-4.036, -1.458, 1.050)  0.317
H (0.150, 2.244, -3.630)  0.311
C (-0.894, 0.517, -3.082)  0.731
H (-2.337, 0.950, -4.458)  0.210
C (0.138, 2.101, -1.485)  -0.708